Molecular formula: C18H22N4O4
Method: DFT, ωB97M-V/def2-TZVPD

Positions of all 48 atoms, in Å:
C -6.0249 -1.7427 0.7340
H -6.6221 -2.5942 0.4200
H -5.7809 -1.8558 1.7872
H -6.6176 -0.8397 0.6132
C -4.7528 -1.6694 -0.1047
C -3.9424 -0.4778 0.2671
C -2.9229 0.1870 -0.3982
C -2.5358 1.2309 0.4995
N -3.2601 1.1643 1.5766
O -4.1171 0.1134 1.4385
C -1.6275 2.3797 0.1628
O -2.1081 3.3331 -0.4148
N -0.3494 2.2704 0.5440
C 0.2619 1.0826 1.0868
H -0.5038 0.3686 1.3923
C 1.1945 0.4686 0.0401
N 2.1954 1.4496 -0.3352
C 1.5493 2.6076 -0.9291
C 0.6201 3.2489 0.1009
H 0.0791 4.0892 -0.3353
H 1.1984 3.5847 0.9664
H 2.3156 3.3272 -1.2240
H 0.9590 2.3301 -1.8187
C 3.2123 0.8745 -1.2004
C 4.0389 -0.1413 -0.4589
C 4.5258 0.1601 0.8078
C 5.2928 -0.7573 1.5013
C 5.5884 -1.9862 0.9339
C 5.1090 -2.2928 -0.3274
C 4.3348 -1.3760 -1.0183
H 3.9593 -1.6217 -2.0017
H 5.3352 -3.2498 -0.7746
H 6.1903 -2.7023 1.4737
H 5.6651 -0.5139 2.4858
H 4.2880 1.1193 1.2419
H 3.8661 1.6907 -1.5262
H 2.7694 0.4170 -2.1019
H 1.6975 -0.4050 0.4599
H 0.5989 0.1542 -0.8358
H 0.8485 1.3694 1.9655
N -2.3483 -0.1033 -1.6515
O -2.8610 -0.9806 -2.3196
O -1.3538 0.5207 -1.9673
C -3.8929 -2.9289 0.0734
H -3.0345 -2.9027 -0.5924
H -3.5489 -3.0154 1.1016
H -4.4862 -3.8051 -0.1707
H -5.0023 -1.5802 -1.1673

The largest force on an atom is 1.79 eV/Å. The value obtained for the relative energy (zero: lowest compared OMol25 entry of this formula, charge and spin) is 699.8 kJ/mol. For the HOMO energy, the calculation gives -8.8737 eV. As for the SMILES: CC(C)c1onc(C(=O)N2CCN(Cc3ccccc3)CC2)c1[N+](=O)[O-]. Its HOMO-LUMO gap is 8.369 eV. The total energy comes out at -1218.96625 a.u. The lowest unoccupied orbital energy comes out at -0.504 eV.

Löwdin atomic charge list, values in e, 4 entries: atom 1 (C): -0.052, atom 2 (H): 0.085, atom 3 (H): 0.086, atom 4 (H): 0.087